# 1
{
  "formula": "C22H56BrN9O6P3",
  "method": "ωB97M-V/def2-TZVPD",
  "e_tot_ev": -147308.777,
  "spin_multiplicity": 1,
  "charge": 1,
  "gap_ev": 5.5,
  "homo_ev": -9.20,
  "symbols": ["Br", "P", "P", "P", "O", "O", "O", "O", "O", "O", "N", "N", "N", "N", "N", "N", "N", "N", "N", "C", "C", "C", "C", "C", "C", "C", "C", "C", "C", "C", "C", "C", "C", "C", "C", "C", "C", "C", "C", "C", "C", "H", "H", "H", "H", "H", "H", "H", "H", "H", "H", "H", "H", "H", "H", "H", "H", "H", "H", "H", "H", "H", "H", "H", "H", "H", "H", "H", "H", "H", "H", "H", "H", "H", "H", "H", "H", "H", "H", "H", "H", "H", "H", "H", "H", "H", "H", "H", "H", "H", "H", "H", "H", "H", "H", "H", "H"],
  "positions_angstrom": [[-3.944, -0.210, -3.453], [4.340, -2.591, 5.665], [-2.243, -1.416, -2.462], [-7.081, 3.188, -3.168], [5.845, -0.517, -5.537], [2.858, -3.871, 0.975], [3.641, -2.118, 4.367], [5.892, 1.784, -4.537], [-5.944, 3.432, -4.190], [-2.198, -3.042, -3.087], [-7.991, 2.237, -4.271], [0.727, -1.446, -2.507], [2.807, -0.724, -1.166], [3.919, -1.162, 6.520], [-7.591, 4.814, -3.128], [-8.388, 2.907, -1.993], [1.147, 0.947, -2.316], [5.914, -2.525, 5.014], [5.144, -3.134, 7.157], [5.512, -2.353, 8.324], [-9.731, 2.412, -2.232], [6.079, -3.153, 3.702], [4.125, 0.164, 5.942], [-8.228, 3.495, -0.670], [1.898, -4.262, -1.328], [-7.478, 0.859, -4.337], [2.530, -1.220, 7.004], [4.386, 1.045, -2.076], [-0.383, 0.928, -2.430], [6.823, -1.403, 5.118], [5.776, -4.446, 7.130], [5.645, 0.474, -4.458], [-8.234, 2.679, -5.642], [2.227, -3.116, -0.156], [-0.523, -0.661, -2.929], [-6.526, 5.805, -2.968], [-8.650, 5.385, -3.934], [5.007, -0.131, -3.035], [1.682, -0.439, -1.904], [3.331, -2.098, -0.813], [3.641, 0.469, -0.703], [6.855, -0.990, 6.128], [4.200, -1.984, -0.004], [1.155, -2.011, -3.300], [-8.550, 2.801, 0.114], [5.911, -0.620, -2.467], [-9.713, 1.382, -2.603], [-8.801, 4.423, -0.576], [3.015, 1.312, -0.182], [7.121, -3.445, 3.529], [-0.765, 1.730, -3.216], [-8.992, 6.335, -3.503], [-7.176, 3.725, -0.469], [2.717, -3.315, 1.811], [5.368, -5.060, 6.320], [5.355, -1.365, -5.248], [5.177, 0.374, 5.763], [-8.194, 0.195, -4.833], [-5.764, 5.438, -2.268], [4.626, -1.958, 8.832], [-0.521, -0.496, -4.112], [3.849, -2.519, -1.802], [5.591, -4.995, 8.060], [5.295, 1.704, -1.670], [-6.911, 6.739, -2.546], [-7.317, 0.459, -3.332], [-8.821, 3.595, -5.680], [6.570, -0.605, 4.414], [-6.523, 0.813, -4.875], [2.331, -2.180, 7.488], [-6.035, 6.029, -3.920], [3.578, 0.308, 5.005], [-0.960, 1.196, -1.448], [3.804, 0.945, 6.643], [1.298, 1.707, -1.593], [4.207, -0.937, -3.393], [0.737, -4.433, -1.319], [-1.220, -3.256, -3.258], [5.484, -4.073, 3.641], [2.261, -3.892, -2.389], [7.852, -1.720, 4.908], [1.813, -1.102, 6.182], [-7.311, 2.835, -6.208], [4.506, 0.181, 0.036], [6.027, -2.960, 9.079], [-8.323, 5.583, -4.958], [6.179, -1.525, 8.081], [5.764, -2.488, 2.892], [-10.287, 3.032, -2.938], [1.219, -2.592, 0.155], [3.653, 1.693, -2.738], [6.858, -4.362, 6.979], [2.410, -5.261, -0.997], [2.340, -0.442, 7.752], [-9.538, 4.750, -3.959], [-10.326, 2.374, -1.312], [-8.841, 1.943, -6.183]],
  "atomic_forces_ev_per_a": [[1.4, -0.6, -0.3], [3.6, 6.3, 0.5], [0.0, -1.7, 1.5], [-4.8, 2.4, -5.0], [-1.5, 1.5, 3.6], [-1.5, 2.8, -0.4], [-1.6, -3.5, 0.2], [-1.3, -8.8, -0.1], [2.0, -1.4, 3.2], [2.3, 2.3, -0.2], [-0.7, -1.6, -0.5], [1.4, 2.6, 0.5], [-2.4, 1.7, -0.5], [-0.8, 0.9, 1.2], [0.9, 2.1, 1.0], [1.8, -0.5, 1.3], [0.2, -1.6, 3.4], [1.3, -1.4, -1.8], [-1.1, -1.8, -0.7], [-1.1, 0.2, 0.9], [0.0, -1.4, -0.1], [-0.4, -0.1, 0.1], [0.3, 0.1, -0.3], [0.3, -0.1, 0.1], [-0.6, 0.3, 1.0], [-0.2, 0.1, 0.4], [0.2, -0.3, 0.2], [0.5, 0.6, 0.0], [-0.3, -1.3, -0.5], [0.2, -0.2, 0.9], [-0.3, -0.3, -0.1], [0.4, 4.9, 0.1], [0.0, 0.4, -0.2], [0.2, -1.5, -1.1], [-0.3, 2.1, -3.6], [0.3, -0.3, -0.1], [-0.7, -0.3, 0.4], [0.5, 0.1, -0.7], [-1.6, 0.3, -0.9], [1.1, -0.9, 0.4], [1.4, 1.1, -1.3], [-0.2, 0.0, -0.1], [-2.0, 0.1, -1.9], [-0.6, 1.1, 1.5], [0.0, 0.1, -0.1], [-1.8, 0.6, -1.2], [-0.2, 0.2, -0.1], [0.0, 0.0, -0.1], [1.0, -1.8, -1.1], [0.0, 0.2, 0.2], [1.1, -2.1, 1.4], [0.2, -0.1, 0.0], [-0.2, 0.1, -0.1], [0.4, -1.1, -1.5], [0.1, 0.1, 0.1], [1.2, 1.9, -0.5], [0.0, -0.2, -0.1], [0.0, 0.2, 0.0], [-0.1, 0.1, -0.2], [0.3, 0.1, -0.1], [0.3, -0.7, 2.3], [-1.2, 0.6, 2.3], [0.0, 0.0, -0.1], [-2.1, -1.3, -1.2], [-0.2, -0.2, -0.1], [0.0, 0.0, 0.1], [0.2, 0.0, 0.1], [-0.1, 0.1, -0.1], [0.0, 0.0, -0.1], [0.0, 0.0, 0.0], [0.1, 0.1, 0.0], [-0.1, 0.0, 0.0], [1.3, -0.9, -1.5], [-0.1, -0.4, 0.1], [0.7, -1.3, -1.1], [1.7, 1.6, 1.1], [2.3, 0.2, -0.2], [-2.1, 0.2, 0.2], [0.1, 0.3, -0.1], [-0.8, -1.0, 2.2], [-0.2, -0.1, -0.1], [0.0, 0.0, 0.0], [0.0, 0.0, 0.0], [-2.1, 0.0, -1.4], [-0.1, -0.3, -0.4], [0.1, 0.0, -0.1], [-0.2, 0.1, -0.2], [0.0, 0.0, -0.2], [0.2, 0.0, -0.2], [2.2, -0.8, -0.5], [1.6, -1.2, 1.6], [0.0, 0.1, 0.0], [-0.8, 2.0, -0.8], [0.2, 0.0, -0.1], [0.2, -0.1, -0.1], [0.4, 0.2, 0.1], [0.2, -0.1, 0.3]],
  "mulliken_charge": [-0.0291, 0.8644, 0.3055, 0.8531, -0.4553, -0.5340, -0.9480, -0.5053, -0.8537, -0.4701, 0.1632, 0.2016, 0.3665, 0.1791, 0.2634, 0.0799, -0.2080, 0.3210, 0.0512, -0.7794, -0.7860, -1.0355, -1.0325, -1.0928, -0.9345, -1.2323, -1.2278, -0.3925, -0.7290, -1.0867, -1.0644, 0.5640, -1.0831, 0.2780, -0.3013, -1.0840, -1.1157, -0.3059, -0.1795, -0.6206, -0.8260, 0.2774, 0.1590, 0.3179, 0.4257, 0.2703, 0.2462, 0.3276, 0.2892, 0.3597, 0.3393, 0.3390, 0.3142, 0.3125, 0.3080, 0.3526, 0.2831, 0.3356, 0.3035, 0.2584, 0.3146, 0.3250, 0.4302, 0.4095, 0.3473, 0.4084, 0.2968, 0.3433, 0.2872, 0.3999, 0.3157, 0.2908, 0.3168, 0.3671, 0.3215, 0.0634, 0.1358, 0.3230, 0.2914, 0.2078, 0.3227, 0.3089, 0.3323, 0.3936, 0.3681, 0.3642, 0.2338, 0.2410, 0.2321, 0.3070, 0.2665, 0.3210, 0.3525, 0.3664, 0.2731, 0.3700, 0.3546]
}



# 2
{
  "formula": "C22H56Cl4N3O15P3",
  "method": "ωB97M-V/def2-TZVPD",
  "smiles": "COP(=O)(OC)OC.COP(=O)(OC)OC.COP(=O)(OC)OC.CNC(C)=O.CNC(C)=O.CNC(C)=O.ClCCCl.ClCCCl",
  "e_tot_ev": -136866.048,
  "spin_multiplicity": 1,
  "charge": 0,
  "gap_ev": 9.8,
  "homo_ev": -9.75,
  "symbols": ["Cl", "Cl", "Cl", "Cl", "P", "P", "P", "O", "O", "O", "O", "O", "O", "O", "O", "O", "O", "O", "O", "O", "O", "O", "N", "N", "N", "C", "C", "C", "C", "C", "C", "C", "C", "C", "C", "C", "C", "C", "C", "C", "C", "C", "C", "C", "C", "C", "C", "H", "H", "H", "H", "H", "H", "H", "H", "H", "H", "H", "H", "H", "H", "H", "H", "H", "H", "H", "H", "H", "H", "H", "H", "H", "H", "H", "H", "H", "H", "H", "H", "H", "H", "H", "H", "H", "H", "H", "H", "H", "H", "H", "H", "H", "H", "H", "H", "H", "H", "H", "H", "H", "H", "H", "H"],
  "positions_angstrom": [[-2.546, 4.407, -2.597], [4.976, 2.306, 1.477], [3.178, 4.329, 3.612], [-0.716, 4.051, 1.300], [-0.033, 0.341, 0.046], [2.022, -4.960, -1.157], [3.805, 7.073, -1.154], [3.475, 7.984, -2.410], [2.806, -3.888, -0.575], [2.994, 5.690, -1.451], [1.150, 1.123, 0.473], [0.836, -4.440, -2.270], [1.177, -5.832, -0.028], [5.235, 6.917, -0.862], [1.169, -0.018, 5.038], [2.888, -5.955, -2.093], [0.080, -1.254, 0.407], [2.810, 7.614, 0.130], [-0.440, 0.497, -1.491], [-6.809, -0.474, -0.065], [-3.072, -4.422, -4.132], [-1.436, 0.645, 0.823], [-2.463, -2.259, -3.667], [1.385, -2.092, 4.145], [-6.081, -2.472, 0.447], [-7.157, -3.281, -0.014], [-5.995, -1.189, 0.484], [3.239, 2.467, 3.697], [-3.313, -3.246, -3.735], [-1.423, 0.547, 2.258], [1.201, -1.249, 5.139], [4.098, 9.253, -2.570], [3.306, 1.956, 2.270], [0.897, -1.764, 6.534], [0.492, -7.023, -0.409], [0.217, -5.316, -3.139], [-1.187, -2.432, -4.385], [-4.650, -2.963, -3.013], [-4.679, -0.809, 1.039], [3.208, 8.544, 1.167], [-1.915, 3.855, 0.030], [2.773, 4.770, -0.336], [-0.054, 1.727, -2.191], [1.903, -1.872, 2.796], [-0.830, -2.184, 0.035], [-1.639, 4.745, -1.143], [3.881, -6.738, -1.422], [-4.688, -0.680, 2.121], [3.403, 10.089, -2.649], [-0.878, -1.521, -4.899], [4.810, -6.179, -1.537], [-6.641, -4.222, -0.208], [-7.939, -3.362, 0.741], [-4.840, -3.748, -2.280], [2.873, 9.564, 0.973], [-0.419, -2.976, -0.591], [0.471, -2.758, 6.668], [3.657, -6.887, -0.366], [-1.137, -2.845, 0.846], [0.088, -5.029, -4.183], [2.309, 2.283, 4.235], [3.624, 4.598, 0.323], [2.723, 2.560, 1.576], [-0.597, 4.737, -1.465], [0.417, 1.549, -3.158], [1.862, -1.780, 7.042], [4.014, -7.687, -1.940], [-5.369, -2.983, 0.948], [0.139, -1.132, 6.997], [1.206, -2.395, 2.141], [-4.545, 0.205, 0.663], [-1.703, -1.727, -0.430], [4.080, 2.059, 4.258], [0.643, -7.515, -1.370], [2.369, 3.815, -0.673], [-5.439, -2.936, -3.764], [-2.286, 0.063, 2.716], [-0.473, -2.719, -3.612], [0.650, -7.793, 0.346], [-2.924, 4.001, 0.415], [-1.027, 2.136, -2.463], [4.286, 8.609, 1.317], [-7.626, -3.012, -0.961], [-1.306, 1.444, 2.867], [-1.799, 5.788, -0.869], [3.069, 0.899, 2.148], [-3.794, -1.225, 0.557], [-0.564, -6.776, -0.515], [-1.648, 2.828, -0.217], [0.421, 2.520, -1.614], [0.765, -6.251, -3.259], [-0.613, -0.101, 2.590], [4.782, 9.460, -1.747], [2.827, 8.239, 2.141], [-2.473, -1.566, -2.932], [-4.595, -2.001, -2.503], [1.533, -3.032, 4.485], [-1.090, -3.132, -5.215], [2.054, 5.202, 0.359], [-0.787, -5.624, -2.846], [2.900, -2.246, 2.562], [4.646, 9.273, -3.511], [1.817, -0.789, 2.703]],
  "atomic_forces_ev_per_a": [[-0.8, -0.3, -0.4], [-0.8, -0.6, 0.9], [0.5, -1.0, 0.3], [0.4, 0.9, 0.8], [0.0, -0.6, 1.4], [-2.1, -0.4, -1.9], [-1.7, -1.0, 2.2], [-0.8, -0.5, 0.3], [-0.4, 0.2, 0.4], [0.7, 1.0, 0.3], [-1.3, -1.0, -0.4], [2.5, 0.3, 2.4], [1.7, 0.6, -1.9], [-0.5, 0.5, 0.2], [0.4, -0.5, -0.7], [-1.6, 0.1, 0.9], [2.1, 3.0, -0.3], [1.6, 0.0, -1.3], [0.9, 0.0, 0.9], [-0.4, 1.0, 0.3], [-0.3, 2.8, -0.1], [0.3, 0.6, -0.2], [2.4, 0.7, -2.2], [1.4, -2.8, -0.3], [0.1, -3.7, 0.5], [-0.2, -0.9, -0.4], [0.4, 1.5, -1.3], [-0.2, 0.8, -0.6], [-2.3, -4.2, 1.8], [0.7, -0.9, 1.4], [-1.3, 2.8, 1.3], [0.7, 0.6, -0.2], [0.6, 1.0, -0.8], [-0.1, -0.9, 0.0], [-1.4, -0.6, 0.0], [-0.8, -2.6, -1.3], [1.0, 0.7, 0.6], [0.8, 0.0, -0.4], [0.8, 3.3, -0.2], [0.6, -0.1, -0.1], [0.3, -1.2, -0.6], [-0.4, 0.6, 0.8], [-1.9, 0.5, -0.6], [-1.2, 0.6, 0.3], [-1.7, -2.2, -0.8], [1.3, 1.5, 0.3], [0.9, 0.3, -0.3], [0.3, -0.6, 0.0], [-0.6, -0.4, 0.3], [-0.1, 0.5, 0.6], [0.1, -0.1, 0.3], [-0.7, -0.5, 0.1], [-0.1, -0.3, -0.1], [0.0, 0.0, -0.2], [-0.3, -0.1, -0.3], [0.4, 0.6, -0.9], [0.2, -0.4, -0.6], [0.0, -0.1, -0.1], [-0.3, 0.7, 0.8], [0.3, 1.1, 0.2], [0.1, -0.6, -0.4], [0.6, 0.0, -0.7], [-0.5, -0.4, 0.5], [0.1, -0.4, 0.3], [0.5, -0.5, 0.5], [-0.2, 0.3, 0.5], [-0.4, 0.0, 0.1], [-0.1, 0.1, -0.2], [0.6, 0.4, 0.0], [0.2, 0.4, -0.3], [-0.1, 0.5, 0.3], [-0.2, -0.3, -0.1], [0.1, 0.7, 0.2], [1.2, 0.5, -0.2], [0.3, 0.2, -0.5], [-0.1, 0.0, 0.2], [-0.6, -0.1, -1.0], [0.5, 0.1, -0.4], [-0.1, 0.3, 0.2], [0.2, -0.3, 0.0], [0.0, 0.2, -0.1], [0.2, -0.3, -0.4], [0.3, 0.6, 0.1], [0.1, 0.7, -1.0], [-0.3, 0.0, 0.0], [0.3, 0.2, 0.1], [-0.2, -1.0, 0.6], [-0.2, 0.0, 0.6], [-1.2, -0.1, -0.4], [0.5, -0.7, 0.3], [0.3, -0.1, 0.2], [0.3, 0.0, -0.2], [0.1, 0.0, -0.1], [-0.4, -0.3, -0.3], [-0.4, 0.0, -0.4], [-0.3, 0.1, 0.0], [-0.3, -0.1, -0.1], [-1.1, -0.5, 0.5], [-0.3, 0.2, -0.3], [-0.1, 0.4, 0.5], [0.1, 0.1, 0.6], [0.2, -0.3, 0.1], [0.2, -0.1, -0.7]],
  "mulliken_charge": [-0.2039, -0.2178, -0.2139, -0.1594, -0.0208, 0.8793, 1.0169, -0.3353, -0.6761, -0.3891, -0.3428, -0.2478, -0.2657, -0.6653, -0.6029, -0.3038, 0.1735, -0.2734, -0.1377, -0.6892, -0.6631, 0.1668, -0.0718, -0.1412, -0.1270, -0.9590, 0.5912, -0.2162, 0.7337, -0.4326, 0.7104, -0.6642, 0.4746, -1.2295, -0.7862, -0.7009, -0.7889, -0.8727, -0.8240, -0.7445, 0.4690, -0.5772, -0.2409, 0.0332, 0.0518, -0.4196, -0.7668, 0.3768, 0.2690, 0.3750, 0.2734, 0.3592, 0.3215, 0.1797, 0.2927, -0.2020, 0.3848, 0.3539, 0.2862, 0.2600, 0.1609, 0.3546, -0.2041, 0.0281, 0.3388, 0.2872, 0.2558, 0.2566, 0.3015, -0.0748, 0.4188, -0.0823, 0.3997, 0.3471, 0.1645, 0.3298, 0.1538, 0.0717, 0.2876, 0.4190, 0.2007, 0.3336, 0.2986, 0.2718, 0.4172, -0.1361, 0.0051, 0.3158, -0.5213, -0.1482, 0.3811, -0.0553, 0.3203, 0.2751, 0.1730, 0.2315, 0.2164, 0.3452, 0.3080, 0.3296, 0.3662, 0.2695, -0.2715]
}